# 1
Here is C21H32F30HfN6O17PS8 as an isolated structure at a distorted geometry from the Open Molecules 2025 dataset. Energies are from the ωB97M-V functional and the def2-TZVPD basis.

**HOMO**: -10.64 eV
**Net charge**: +1

XYZ file:
```
116
Properties=species:S:1:pos:R:3:forces:R:3:lowdin_charge:R:1
Hf 3.594797 -2.282177 21.005380 -0.15 -3.97 1.19 2.09
P 2.755863 -5.698274 20.585572 2.03 -0.44 -1.23 0.20
F 3.881682 -4.889138 21.487083 0.36 0.05 0.18 -0.21
F 2.267113 -4.050053 20.328730 -0.28 1.39 0.03 -0.27
F 3.723839 -5.536628 19.316687 -0.46 0.40 0.14 -0.12
F 1.575775 -6.190796 19.695992 -0.33 0.16 -0.34 -0.07
F 3.423440 -7.099902 20.845620 -0.20 -0.52 0.61 -0.08
F 1.839707 -5.823999 21.856671 -0.43 0.40 0.77 -0.10
C -1.407749 -6.848979 20.899071 -1.23 0.01 -0.50 0.01
N -1.211667 -8.242985 21.323264 0.68 -0.50 0.08 -0.36
C -2.187695 -9.100860 20.650661 -0.93 -0.45 -0.82 0.00
C 0.133574 -8.617463 20.830594 0.88 -0.23 0.45 0.01
C -1.371223 -8.325607 22.819781 0.64 -0.29 -0.18 -0.08
C -1.689111 -9.726091 23.324415 -0.43 -0.65 0.22 -0.20
O -0.702334 -10.724695 22.948904 -0.51 1.00 0.09 -0.07
H -2.468279 -6.645762 21.052262 0.10 0.46 0.27 0.12
H -1.264741 -6.834173 19.821857 0.41 0.31 0.01 0.11
H -0.744272 -6.201433 21.453555 0.10 0.22 -0.04 0.10
H -3.167806 -8.922538 21.089823 -0.07 0.02 -0.19 0.12
H -1.930208 -10.155270 20.697221 0.19 0.04 0.38 0.12
H -2.173543 -8.876848 19.588898 -0.10 0.18 -0.11 0.10
H 0.853119 -7.948201 21.293171 0.06 -0.03 0.06 0.08
H 0.180698 -8.488409 19.756819 -0.17 -0.12 -0.17 0.09
H 0.335816 -9.642203 21.102579 0.02 -0.24 -0.01 0.09
H -2.216197 -7.662523 23.000660 -0.02 -0.16 0.50 0.14
H -0.466082 -7.902382 23.260917 -0.06 0.02 -0.05 0.14
H -2.703396 -9.937549 22.946151 0.47 -0.52 -0.05 0.12
H -1.803708 -9.758178 24.415989 0.18 0.55 -0.15 0.13
H -0.922154 -11.550012 23.398926 -0.13 0.12 -0.14 0.10
C 2.618176 -8.749763 27.540712 0.08 0.94 -0.02 -0.08
C 2.784826 -8.953268 26.031753 -1.40 0.45 0.66 -0.23
C 3.442058 -10.280984 25.800403 0.04 0.88 -0.29 -0.15
N 3.820966 -10.491003 24.380762 -0.08 -1.62 0.67 -0.30
C 4.878355 -9.553660 23.977051 -0.53 0.14 -0.48 0.05
C 2.644587 -10.530678 23.476260 -1.54 1.58 0.87 -0.14
C 3.141239 -11.168888 22.217151 0.60 0.84 0.20 -0.12
C 4.146733 -12.206420 22.743261 -0.51 -0.99 -0.73 -0.12
C 4.303981 -11.935372 24.229900 0.58 1.04 -0.45 -0.06
H 2.080751 -9.540728 28.059698 0.21 -0.26 -0.12 0.08
H 2.049160 -7.836030 27.731229 0.03 -0.05 -0.09 0.08
H 3.600010 -8.567977 27.983350 -0.09 -0.31 0.22 0.09
H 3.305023 -8.091371 25.623699 0.41 -0.09 -0.03 0.11
H 1.784511 -8.898811 25.581675 0.13 -0.27 -0.07 0.11
H 2.768252 -11.091730 26.054633 0.08 -0.11 0.33 0.14
H 4.354900 -10.276900 26.392105 0.09 -0.55 0.04 0.15
H 5.653321 -9.547973 24.731842 0.20 0.00 -0.03 0.12
H 4.394638 -8.594618 23.888741 0.25 0.49 -0.10 0.11
H 5.224311 -9.871704 23.004877 0.44 0.14 -0.09 0.11
H 2.173645 -9.544330 23.406845 0.70 0.26 -0.54 0.13
H 1.841912 -10.985559 24.070583 0.31 -0.97 -0.44 0.13
H 3.694621 -10.401766 21.674346 -0.22 0.02 -0.28 0.12
H 2.335988 -11.488467 21.576863 -0.11 -0.50 -0.14 0.11
H 5.110339 -12.166006 22.243109 -0.04 0.13 -0.14 0.12
H 3.730401 -13.187530 22.512204 0.26 -0.17 0.44 0.13
H 5.348922 -11.890190 24.518728 0.01 -0.57 0.38 0.14
H 3.679553 -12.523639 24.887524 0.11 -0.30 0.03 0.13
C 6.735058 -4.387675 23.384819 -1.16 -0.22 -0.28 -0.70
F 5.940365 -5.384197 22.998668 0.02 0.08 -0.11 0.14
F 7.385830 -4.756322 24.444925 0.60 -0.34 1.18 0.19
F 7.593877 -4.103926 22.449153 0.61 0.12 -0.44 0.17
S 5.734681 -2.873985 23.918349 0.45 1.19 -1.09 0.66
O 5.540031 -3.047797 25.309377 -0.86 -0.63 0.52 -0.24
O 6.469807 -1.745757 23.492554 0.51 0.60 -0.66 -0.24
N 4.224717 -2.772189 23.086918 0.76 -0.28 1.28 -0.42
S 3.053450 -3.479080 24.051676 -0.29 0.06 -1.89 0.65
O 1.894664 -3.286776 23.217179 -0.27 -0.20 -0.36 -0.34
O 3.458123 -4.790588 24.409552 -0.12 -0.23 0.81 -0.25
C 2.719977 -2.358424 25.545680 2.14 -0.25 -0.85 -0.75
F 3.455414 -1.281271 25.379095 0.09 0.67 0.06 0.17
F 1.480448 -2.074145 25.524528 -2.26 0.54 0.04 0.21
F 3.028111 -2.944646 26.657651 0.33 -0.76 0.94 0.21
C 1.363572 -7.353170 16.811804 -0.19 -1.10 0.54 -0.63
F 1.214744 -6.194081 16.187488 0.11 -0.21 0.15 0.15
F 2.582775 -7.415463 17.383040 -0.72 0.29 -0.22 0.12
F 0.406130 -7.443470 17.793822 0.65 0.55 -0.33 0.05
S 1.046022 -8.819127 15.715699 1.28 -0.12 -0.58 0.57
O -0.270259 -8.566616 15.239144 -0.94 -0.13 0.49 -0.27
O 2.068299 -8.814230 14.728929 0.91 0.11 0.09 -0.27
N 1.279002 -10.074249 16.736075 -1.01 1.12 -0.44 -0.28
S -0.133841 -10.719245 17.057426 -0.47 -0.54 -0.24 0.56
O -1.010324 -9.927856 17.887983 0.07 0.26 0.71 -0.32
O -0.751620 -11.379019 15.954030 -0.06 -0.32 -0.14 -0.26
C 0.346124 -12.115289 18.167009 -0.46 0.08 -0.35 -0.70
F -0.782864 -12.586458 18.701404 -0.39 -0.14 0.15 0.12
F 0.926178 -13.111182 17.523612 0.40 0.03 -0.02 0.16
F 1.108465 -11.726230 19.190884 0.66 0.19 0.43 0.10
C 7.644266 -2.440080 18.978084 0.01 0.05 1.34 -0.70
F 7.591370 -1.262554 19.576695 -0.09 0.28 -0.20 0.18
F 7.623175 -2.339359 17.701150 0.07 0.10 -0.79 0.22
F 8.710214 -3.092262 19.383929 0.38 -0.16 0.08 0.19
S 6.224880 -3.459163 19.711395 -2.32 1.34 0.31 0.73
O 6.574564 -4.803319 19.582341 0.20 -1.04 -0.15 -0.17
O 5.933689 -2.940314 21.061066 -0.60 0.84 0.55 -0.45
N 4.721329 -2.889205 19.129506 0.78 -0.19 0.20 -0.40
S 4.789782 -2.977555 17.456559 -1.01 1.33 -1.76 0.63
O 5.147964 -1.692989 16.953469 -0.38 0.41 0.45 -0.24
O 5.586781 -4.068317 17.050886 0.53 -1.24 0.54 -0.22
C 3.064836 -3.284443 16.784918 0.26 0.24 0.26 -0.70
F 3.251928 -3.911601 15.656527 0.07 -0.68 -0.39 0.20
F 2.305404 -3.984588 17.606489 0.06 0.05 -0.13 0.14
F 2.558400 -2.106285 16.517014 -0.36 0.31 0.04 0.16
C -0.502487 -0.639866 22.890838 0.61 -0.05 -1.40 -0.74
F -0.715739 0.469398 23.506034 -0.31 1.35 0.64 0.23
F -0.287356 -1.591034 23.720776 0.35 -1.31 1.10 0.21
F -1.495951 -0.957657 22.112591 -0.86 -0.02 -0.66 0.19
S 1.103867 -0.313918 21.910373 2.31 -0.91 1.51 0.69
O 1.099990 1.011203 21.430002 -0.57 0.20 -0.88 -0.20
O 2.150295 -0.610454 22.879802 0.78 -0.13 -0.27 -0.36
N 1.493922 -1.596340 20.809811 -1.35 2.80 0.93 -0.43
S 0.328528 -1.536658 19.649959 0.93 -1.27 -3.59 0.62
O -0.499619 -0.394588 19.609642 -0.56 0.59 1.49 -0.21
O 1.013195 -1.814429 18.425615 0.01 -0.60 0.56 -0.26
C -0.739627 -3.034792 20.042913 0.81 -0.21 0.12 -0.65
F -1.999038 -2.724982 19.848916 -0.10 -0.14 0.03 0.19
F -0.355609 -4.010451 19.223414 -0.41 0.19 0.37 0.15
F -0.545607 -3.434517 21.317128 -0.24 0.09 -0.51 0.12
```
Forces are in eV/Å.

=====

# 2
Here is C21H32LiNO3S2Si2 as an isolated structure at a distorted geometry from the Open Molecules 2025 dataset. Energies are from the ωB97M-V functional and the def2-TZVPD basis.

**Energy above the lowest of the compared OMol25 structures with the same formula, charge and spin**: 7.8 kcal/mol
**HOMO**: -1.00 eV
**Net charge**: -2

XYZ file:
```
62
Properties=species:S:1:pos:R:3:forces:R:3:nbo_charge:R:1
Li -0.184835 0.892421 -0.105338 -0.05 -0.30 0.66 0.89
O -2.682491 2.789508 -2.228081 -0.22 0.10 -0.17 -0.74
C -2.412298 2.349866 -1.103849 -0.07 0.10 0.13 0.78
O -1.253054 2.121173 -0.658971 0.04 0.48 -0.11 -0.89
C -3.519797 2.091637 -0.102065 0.01 -0.19 0.03 -0.08
C -4.224182 3.161706 0.412662 -0.13 0.27 0.09 -0.23
C -5.187730 2.990987 1.399663 -0.10 0.24 0.09 -0.29
C -5.443659 1.714597 1.876045 -0.27 0.10 0.21 -0.24
C -4.760947 0.632911 1.362237 0.01 0.02 0.03 -0.24
C -3.785480 0.787879 0.365722 -0.33 0.23 0.13 -0.16
S -3.021536 -0.613638 -0.266570 0.47 -0.88 -0.11 -0.53
H -4.002395 4.158396 0.046192 -0.01 0.00 -0.07 0.20
H -5.728939 3.842661 1.802828 0.06 -0.01 -0.05 0.18
H -6.185849 1.566360 2.658042 0.04 0.00 -0.05 0.18
H -4.963976 -0.368643 1.725683 0.04 0.03 -0.04 0.20
C -0.825587 -0.781016 3.345590 0.46 -0.12 -0.27 -1.10
Si 0.461898 -1.941243 2.548342 -0.07 -0.26 0.65 1.69
C 1.183608 -2.887580 4.088900 -0.24 0.22 -0.56 -1.10
C -0.677554 -3.209323 1.657372 0.64 0.32 0.06 -1.12
C 1.932971 -1.182283 1.671252 -0.18 -1.15 -0.20 -1.28
C 2.036312 0.224376 1.687353 0.16 -0.27 0.14 0.25
C 3.285676 0.913669 1.706422 0.16 0.01 -0.04 -0.30
C 3.337703 2.269524 1.853714 -0.09 0.11 0.00 -0.17
C 2.141903 2.984499 1.982948 -0.02 0.23 0.04 -0.38
C 0.963041 2.264669 1.905759 0.14 0.77 0.41 0.07
N 0.891644 0.958593 1.747039 -0.19 -0.13 -0.43 -0.60
Si 3.269188 -2.166633 0.857975 0.34 -0.18 -0.21 1.67
C 3.953079 -1.285745 -0.710342 -0.18 -0.12 0.45 -1.12
C 2.708539 -3.895644 0.219375 -0.07 0.44 0.31 -1.11
C 4.868858 -2.649053 1.859099 -0.56 0.28 -0.18 -1.10
H -1.486988 -1.321047 4.022172 -0.02 -0.30 0.06 0.20
H -1.433359 -0.331618 2.569814 -0.19 0.13 -0.20 0.26
H -0.360898 0.023965 3.903112 0.15 0.20 0.12 0.22
H 0.409844 -3.279143 4.745159 -0.27 -0.12 0.05 0.20
H 1.795649 -2.212328 4.680761 0.15 0.22 0.03 0.22
H 1.815916 -3.717085 3.787720 0.22 -0.25 -0.11 0.20
H -1.346390 -3.693692 2.365540 -0.07 0.01 0.26 0.22
H -0.135889 -3.992899 1.137279 0.14 -0.20 -0.11 0.20
H -1.302313 -2.688867 0.938710 -0.16 0.17 -0.13 0.25
H 4.198395 0.338884 1.665287 0.11 -0.08 0.00 0.19
H 4.293158 2.789850 1.902227 -0.07 -0.10 -0.04 0.19
H 2.137300 4.055445 2.124989 -0.07 0.06 -0.02 0.19
H 0.007321 2.772076 2.009665 -0.02 0.06 -0.19 0.19
H 3.147564 -0.727184 -1.172740 -0.21 0.18 -0.11 0.25
H 4.361657 -1.967994 -1.455704 0.05 -0.24 0.05 0.21
H 4.729557 -0.567374 -0.465533 0.18 0.15 0.07 0.22
H 1.642279 -3.916114 0.042698 -0.30 -0.06 -0.08 0.23
H 2.922363 -4.677624 0.942559 0.06 -0.16 0.21 0.22
H 3.200407 -4.163169 -0.714051 0.18 0.07 -0.10 0.21
H 5.392607 -1.765789 2.214017 0.11 0.23 0.09 0.21
H 5.575798 -3.233108 1.270338 0.01 -0.08 -0.24 0.20
H 4.608233 -3.239045 2.733717 -0.13 -0.12 0.21 0.22
C -0.005653 -2.104089 -1.837365 0.16 0.52 -0.22 -0.82
S 0.524501 -0.506126 -2.549669 -1.03 -1.23 -1.15 1.24
C -1.130112 0.060879 -3.013272 0.33 -0.06 0.07 -0.88
O 0.976367 0.321514 -1.417383 0.57 0.60 0.88 -1.05
H -0.319709 -2.753762 -2.647865 -0.05 -0.10 -0.17 0.21
H -0.824205 -1.934132 -1.144392 -0.10 0.12 0.08 0.27
H 0.843814 -2.526716 -1.315209 0.18 -0.01 0.01 0.24
H -1.451893 -0.465724 -3.907166 0.09 -0.16 -0.20 0.20
H -1.088761 1.130825 -3.190948 0.10 0.16 -0.04 0.27
H -1.829700 -0.126301 -2.189357 0.09 0.03 -0.04 0.29
```
Forces are in eV/Å.